1.
The following is a DFT calculation (ωB97M-V with the def2-TZVPD basis set) of a 2-piece molecular cluster, C3H9NO2 overall in a non-equilibrium geometry.

Atoms and positions in Å:
C: 1.9492 -1.9084 -0.6641
N: 1.7265 -0.4877 -0.3823
H: -1.7204 0.7044 -1.6935
H: 1.9736 0.0721 -1.1920
H: 0.7433 -0.3583 -0.1661
H: 2.9796 -2.1624 -0.9149
H: 1.3613 -2.4181 -1.4548
H: 1.6477 -2.3174 0.3158
C: -1.4769 1.7269 1.3754
C: -1.7092 0.6100 0.3423
O: -1.9063 1.1574 -0.8721
O: -1.5029 -0.5598 0.5089
H: -1.3266 2.7247 0.9536
H: -0.4454 1.5204 1.7435
H: -2.2937 1.6962 2.1003

The value obtained for the relative energy (zero: lowest compared OMol25 entry of this formula, charge and spin) is 127.2 kJ/mol. The HOMO energy comes out at -9.2 eV. The spin multiplicity is 1. The calculation puts the orbital gap at 9.767 eV. As for the SMILES: CC(=O)O.CN.

In the Mulliken picture, each atom carries the following charge in e: number 1, C, carries -0.715; number 2, N, carries -0.561; number 3, H, carries 0.346; number 4, H, carries 0.221; number 5, H, carries 0.237; number 6, H, carries 0.299; number 7, H, carries 0.231; number 8, H, carries 0.271; number 9, C, carries -0.806; number 10, C, carries 0.652; number 11, O, carries -0.474; number 12, O, carries -0.541; number 13, H, carries 0.309; number 14, H, carries 0.273; number 15, H, carries 0.257

2.
The following is a DFT calculation (ωB97M-V with the def2-TZVPD basis set) of C4H9ClSi as an isolated structure in a non-equilibrium geometry.

Atoms and positions in Å:
C: -0.8251 2.1354 -1.2749
C: -1.6830 1.1737 -1.4862
C: 1.5962 -1.4630 1.2760
C: 0.8678 -0.4242 0.3760
Si: -1.0374 -0.5553 -0.0266
Cl: -2.2560 -0.6386 1.5335
H: -1.1306 3.2035 -1.4988
H: 0.0026 2.1151 -0.5565
H: -2.4155 1.2945 -2.1523
H: 1.7488 -2.3920 0.5897
H: 2.6382 -1.1041 1.4362
H: 1.1678 -1.7493 2.1392
H: 1.4393 -0.2822 -0.5636
H: 0.9580 0.5118 0.8632
H: -1.0712 -1.8253 -0.6549

The value obtained for the relative energy (zero: lowest compared OMol25 entry of this formula, charge and spin) is 283.5 kJ/mol. The HOMO energy comes out at -9.4 eV. The spin multiplicity is 1. The calculation puts the orbital gap at 10.309 eV.

In the Mulliken picture, each atom carries the following charge in e: number 1, C, carries -0.576; number 2, C, carries -0.430; number 3, C, carries -1.194; number 4, C, carries -0.574; number 5, Si, carries 0.623; number 6, Cl, carries -0.228; number 7, H, carries 0.218; number 8, H, carries 0.158; number 9, H, carries 0.458; number 10, H, carries 0.263; number 11, H, carries 0.312; number 12, H, carries 0.429; number 13, H, carries 0.372; number 14, H, carries 0.320; number 15, H, carries -0.151

3.
The following is a DFT calculation (ωB97M-V with the def2-TZVPD basis set) of C11H24F5N3NaO2TaTe as an isolated structure in a non-equilibrium geometry.

Atoms and positions in Å:
N: -0.2424 0.3171 2.8094
C: 0.0958 0.5577 3.9499
O: 0.4044 0.8048 5.0589
Na: 2.8342 -1.8850 0.4968
Ta: 0.2854 -0.4998 1.0284
N: 1.4952 -0.3492 -0.7124
N: -1.4836 0.0776 0.1653
C: 2.1684 0.9004 -1.1653
C: -2.3431 1.2197 0.5148
C: 3.4879 0.5621 -1.8821
C: 1.2653 1.6667 -2.1359
C: 2.4965 1.8231 0.0099
C: -3.1365 0.8778 1.7878
C: -3.3382 1.5157 -0.6130
C: -1.4929 2.4619 0.7888
H: 4.1447 -0.0531 -1.2473
H: 4.0194 1.4994 -2.1001
H: 3.3239 0.0313 -2.8289
H: 1.0872 1.1083 -3.0609
H: 1.7392 2.6176 -2.4047
H: 0.2886 1.8808 -1.6862
H: 1.5991 2.2244 0.5032
H: 3.0630 2.6838 -0.3777
H: 3.1182 1.3354 0.7697
H: -3.7609 -0.0121 1.6302
H: -3.7757 1.7282 2.0595
H: -2.4446 0.6717 2.6133
H: -4.0966 0.7292 -0.7082
H: -2.8155 1.6256 -1.5740
H: -3.8581 2.4546 -0.3914
H: -2.1739 3.3037 0.9792
H: -0.8652 2.7108 -0.0794
H: -0.8605 2.3251 1.6753
C: 1.0324 -1.1579 -1.8560
H: 0.6561 -2.1457 -1.5504
H: 0.2133 -0.6733 -2.4277
H: 1.8555 -1.3351 -2.5708
C: -2.2260 -1.0576 -0.4020
H: -1.7752 -2.0268 -0.1359
H: -3.2615 -1.0758 -0.0135
H: -2.2777 -1.0086 -1.5025
F: 0.5419 -4.7991 2.1935
Te: 0.4166 -4.7561 0.3080
F: 2.0880 -0.3783 1.9169
F: -1.2748 -5.7592 0.5310
F: 2.3523 -4.0433 0.4375
F: 1.2940 -6.4167 0.0643
O: 0.1365 -2.2819 1.1349

Its total charge is +2. The HOMO energy (alpha / beta) comes out at -16.8 / -16.8 eV. The spin multiplicity is 1. The calculation puts the orbital gap (alpha / beta) at 4.231 / 4.212 eV.

In the Mulliken picture, each atom carries the following charge in e: number 1, N, carries -0.507; number 2, C, carries 0.826; number 3, O, carries -0.394; number 4, Na, carries 0.999; number 5, Ta, carries 1.133; number 6, N, carries 0.334; number 7, N, carries 0.648; number 8, C, carries 1.128; number 9, C, carries 0.736; number 10, C, carries -1.667; number 11, C, carries -1.450; number 12, C, carries -1.586; number 13, C, carries -1.158; number 14, C, carries -1.512; number 15, C, carries -1.369; number 16, H, carries 0.371; number 17, H, carries 0.470; number 18, H, carries 0.442; number 19, H, carries 0.462; number 20, H, carries 0.460; number 21, H, carries 0.254; number 22, H, carries 0.270; number 23, H, carries 0.544; number 24, H, carries 0.349; number 25, H, carries 0.386; number 26, H, carries 0.488; number 27, H, carries 0.190; number 28, H, carries 0.397; number 29, H, carries 0.379; number 30, H, carries 0.469; number 31, H, carries 0.581; number 32, H, carries 0.242; number 33, H, carries 0.314; number 34, C, carries -0.683; number 35, H, carries 0.062; number 36, H, carries 0.358; number 37, H, carries 0.371; number 38, C, carries -0.877; number 39, H, carries 0.145; number 40, H, carries 0.469; number 41, H, carries 0.424; number 42, F, carries -0.361; number 43, Te, carries 1.756; number 44, F, carries -0.690; number 45, F, carries -0.470; number 46, F, carries -0.633; number 47, F, carries -0.359; number 48, O, carries -0.741

4.
The following is a DFT calculation (ωB97M-V with the def2-TZVPD basis set) of a 3-piece molecular cluster, C31H66ClO7PS2 overall.

Atoms and positions in Å:
C: -1.7722 3.3667 -3.7135
C: -1.1585 1.9851 -3.9238
C: -1.7008 0.8756 -3.0091
C: -1.9180 1.2489 -1.5278
C: -1.2228 0.2836 -0.5647
C: -1.7367 -1.1658 -0.6577
C: -0.6877 -2.2014 -1.0943
C: 0.0980 -2.8508 0.0640
C: 1.6081 -2.6434 -0.0315
C: 2.3663 -3.1629 1.1887
C: 3.8956 -3.2312 1.0009
C: 4.7218 -2.3310 1.9260
C: 4.7426 -0.8246 1.6107
C: 4.5751 -0.4637 0.1394
C: 4.9353 1.0079 -0.1037
C: 4.2334 1.6430 -1.3180
P: 2.7128 2.5682 -0.7091
O: 3.3613 3.5180 0.4161
O: 2.0827 1.3259 0.1007
S: 1.5022 3.4140 -1.9165
O: 3.6721 0.5882 -2.1463
S: 3.7175 0.8705 -3.7055
O: 4.5674 -0.1103 -4.2915
O: 2.4271 1.0818 -4.2372
O: 4.4549 2.2721 -3.5921
C: 5.1416 2.4577 -2.3388
Cl: 5.0664 4.2009 -2.0165
C: 6.6328 2.0682 -2.4375
C: 7.0610 1.1107 -3.5447
O: 7.0412 -0.2269 -3.0693
H: -2.8628 3.3353 -3.7888
H: -1.4072 4.0625 -4.4715
H: -1.5117 3.7927 -2.7431
H: -0.0718 2.0467 -3.8245
H: -1.3513 1.6849 -4.9579
H: -0.9938 0.0409 -3.0532
H: -2.6322 0.4922 -3.4354
H: -1.5397 2.2543 -1.3294
H: -2.9892 1.2449 -1.3035
H: -1.3583 0.6621 0.4557
H: -0.1469 0.3196 -0.7772
H: -2.5673 -1.1964 -1.3681
H: -2.1321 -1.4739 0.3143
H: -1.1807 -2.9809 -1.6794
H: 0.0272 -1.7152 -1.7667
H: -0.0905 -3.9291 0.0688
H: -0.2601 -2.4667 1.0265
H: 1.9770 -3.1823 -0.9117
H: 1.8120 -1.5803 -0.1978
H: 1.9901 -4.1691 1.4002
H: 2.1170 -2.5590 2.0688
H: 4.1320 -3.0254 -0.0471
H: 4.2335 -4.2544 1.1805
H: 4.3300 -2.4578 2.9405
H: 5.7489 -2.7037 1.9544
H: 3.9585 -0.3066 2.1738
H: 5.6902 -0.4107 1.9720
H: 5.2050 -1.0923 -0.4960
H: 3.5489 -0.6514 -0.1592
H: 6.0176 1.0745 -0.2009
H: 4.6802 1.6024 0.7736
H: 2.6911 4.0839 0.8230
H: 1.2201 1.5462 0.4793
H: 6.9469 1.6030 -1.5048
H: 7.1943 2.9955 -2.5269
H: 6.4331 1.2208 -4.4276
H: 8.0815 1.3680 -3.8370
H: 6.3743 -0.7089 -3.5696
C: -0.7115 4.4677 2.4296
C: -1.6090 3.3726 2.9932
C: -2.8016 3.0718 2.0892
C: -3.7869 4.2243 1.8952
C: -4.4075 4.7575 3.1860
C: -5.2204 3.7169 3.9481
H: -1.2196 5.4292 2.3507
H: 0.1730 4.6152 3.0526
H: -0.3799 4.1849 1.4249
H: -1.9352 3.6298 4.0043
H: -1.0231 2.4533 3.0908
H: -3.3331 2.1985 2.4778
H: -2.4133 2.7741 1.1091
H: -4.5856 3.8846 1.2285
H: -3.2916 5.0473 1.3726
H: -5.0518 5.6044 2.9364
H: -3.6249 5.1580 3.8371
H: -6.0264 3.3216 3.3256
H: -5.6712 4.1468 4.8434
H: -4.6035 2.8745 4.2655
C: -3.0509 -4.4865 3.0660
C: -3.4070 -5.3726 1.8773
C: -3.4791 -4.6104 0.5553
C: -4.5352 -3.5045 0.5051
C: -5.9673 -3.9626 0.7737
C: -6.4782 -4.9840 -0.2363
H: -3.8012 -3.7113 3.2302
H: -2.9758 -5.0686 3.9855
H: -2.0903 -3.9906 2.9047
H: -4.3566 -5.8804 2.0693
H: -2.6575 -6.1628 1.7818
H: -3.6531 -5.3199 -0.2584
H: -2.5009 -4.1598 0.3563
H: -4.4899 -3.0370 -0.4842
H: -4.2710 -2.7181 1.2179
H: -6.6198 -3.0857 0.7600
H: -6.0427 -4.3778 1.7830
H: -6.4372 -4.5810 -1.2508
H: -7.5126 -5.2613 -0.0292
H: -5.8846 -5.8995 -0.2191

The HOMO energy comes out at -9.4 eV. The spin multiplicity is 1. The calculation puts the orbital gap at 9.664 eV. As for the SMILES: CCCCCCCCCCCCCCC[C@]1(P(O)(O)=S)OS(=O)(=O)O[C@]1(Cl)CCO.CCCCCC.CCCCCC.

Atom charges from the Mulliken analysis, given in e for atoms 1 to 99: number 1, C, carries -1.345; number 2, C, carries 0.071; number 3, C, carries -0.335; number 4, C, carries -0.769; number 5, C, carries 0.404; number 6, C, carries -0.644; number 7, C, carries -1.222; number 8, C, carries -0.701; number 9, C, carries -0.114; number 10, C, carries -0.650; number 11, C, carries -0.883; number 12, C, carries -1.089; number 13, C, carries -0.657; number 14, C, carries 1.509; number 15, C, carries -1.798; number 16, C, carries 0.052; number 17, P, carries 0.664; number 18, O, carries -0.497; number 19, O, carries -0.262; number 20, S, carries -0.314; number 21, O, carries -0.163; number 22, S, carries 1.160; number 23, O, carries -0.722; number 24, O, carries -0.537; number 25, O, carries -0.454; number 26, C, carries 1.293; number 27, Cl, carries -0.141; number 28, C, carries -0.740; number 29, C, carries -0.853; number 30, O, carries -0.593; number 31, H, carries 0.362; number 32, H, carries 0.401; number 33, H, carries 0.241; number 34, H, carries -0.308; number 35, H, carries 0.461; number 36, H, carries 0.008; number 37, H, carries 0.377; number 38, H, carries 0.342; number 39, H, carries 0.323; number 40, H, carries 0.194; number 41, H, carries -0.413; number 42, H, carries 0.391; number 43, H, carries 0.332; number 44, H, carries 0.642; number 45, H, carries 0.534; number 46, H, carries 0.463; number 47, H, carries 0.293; number 48, H, carries 0.266; number 49, H, carries -0.495; number 50, H, carries 0.362; number 51, H, carries 0.440; number 52, H, carries 0.383; number 53, H, carries 0.509; number 54, H, carries 0.366; number 55, H, carries 0.405; number 56, H, carries 0.289; number 57, H, carries 0.395; number 58, H, carries 0.545; number 59, H, carries -1.053; number 60, H, carries 0.282; number 61, H, carries 0.338; number 62, H, carries 0.404; number 63, H, carries 0.204; number 64, H, carries 0.170; number 65, H, carries 0.602; number 66, H, carries 0.403; number 67, H, carries 0.447; number 68, H, carries 0.380; number 69, C, carries -1.112; number 70, C, carries -0.555; number 71, C, carries 0.385; number 72, C, carries -0.887; number 73, C, carries -0.480; number 74, C, carries -1.175; number 75, H, carries 0.304; number 76, H, carries 0.390; number 77, H, carries 0.198; number 78, H, carries 0.340; number 79, H, carries 0.349; number 80, H, carries 0.468; number 81, H, carries -0.551; number 82, H, carries 0.415; number 83, H, carries 0.355; number 84, H, carries 0.387; number 85, H, carries 0.241; number 86, H, carries 0.291; number 87, H, carries 0.385; number 88, H, carries 0.271; number 89, C, carries -1.091; number 90, C, carries -0.551; number 91, C, carries 0.361; number 92, C, carries -0.454; number 93, C, carries -0.678; number 94, C, carries -1.241; number 95, H, carries 0.282; number 96, H, carries 0.411; number 97, H, carries 0.171; number 98, H, carries 0.294; number 99, H, carries 0.401

Question: Number 1 is which compound?
Answer: C3H9NO2

Repeat the first record exactly.
The following is a DFT calculation (ωB97M-V with the def2-TZVPD basis set) of a 2-piece molecular cluster, C3H9NO2 overall in a non-equilibrium geometry.

Atoms and positions in Å:
C: 1.9492 -1.9084 -0.6641
N: 1.7265 -0.4877 -0.3823
H: -1.7204 0.7044 -1.6935
H: 1.9736 0.0721 -1.1920
H: 0.7433 -0.3583 -0.1661
H: 2.9796 -2.1624 -0.9149
H: 1.3613 -2.4181 -1.4548
H: 1.6477 -2.3174 0.3158
C: -1.4769 1.7269 1.3754
C: -1.7092 0.6100 0.3423
O: -1.9063 1.1574 -0.8721
O: -1.5029 -0.5598 0.5089
H: -1.3266 2.7247 0.9536
H: -0.4454 1.5204 1.7435
H: -2.2937 1.6962 2.1003

The value obtained for the relative energy (zero: lowest compared OMol25 entry of this formula, charge and spin) is 127.2 kJ/mol. The HOMO energy comes out at -9.2 eV. The spin multiplicity is 1. The calculation puts the orbital gap at 9.767 eV. As for the SMILES: CC(=O)O.CN.

In the Mulliken picture, each atom carries the following charge in e: number 1, C, carries -0.715; number 2, N, carries -0.561; number 3, H, carries 0.346; number 4, H, carries 0.221; number 5, H, carries 0.237; number 6, H, carries 0.299; number 7, H, carries 0.231; number 8, H, carries 0.271; number 9, C, carries -0.806; number 10, C, carries 0.652; number 11, O, carries -0.474; number 12, O, carries -0.541; number 13, H, carries 0.309; number 14, H, carries 0.273; number 15, H, carries 0.257